Computed, not measured: the ion C4H5O4 with charge -1, with wB97M-V/def2-TZVPD.

Each line ends with the Löwdin charge.
Atoms and positions in Å:
1 O -0.828 -0.975 -2.269  0.037
2 C -0.575 0.094 -1.715  -0.518
3 O -0.064 1.028 -2.564  0.075
4 C -0.750 0.338 -0.267  -0.114
5 C 0.630 0.064 0.407  -0.117
6 C 0.481 -0.202 1.942  -0.761
7 O 1.189 -1.135 2.387  -0.089
8 O -0.189 0.638 2.567  -0.077
9 H 0.040 0.598 -3.414  0.102
10 H -0.925 1.434 -0.136  0.127
11 H -1.544 -0.138 0.292  0.121
12 H 1.215 -0.735 -0.075  0.107
13 H 1.221 0.967 0.202  0.106

HOMO-LUMO gap: 7.46 eV
multiplicity: 1
LUMO: 3.205 eV
SMILES: O=C([O-])CCC(=O)O
net charge: -1
ΔE to the lowest compared entry with this formula, charge and spin: 9.3 kcal per mole